Model i:
C4H10OS | ωB97M-V/def2-TZVPD

The geometry in ORCA input format:
```
! RIJCOSX wB97M-V def2-TZVPD def2/J DEFGRID3
* xyz 0 1
C -0.17284 -1.44331 -2.14345
C 1.12679 -1.63724 -2.88843
O 1.42192 -2.43550 -3.73808
H -1.09026 -1.56470 -2.71754
H -0.14682 -0.41529 -1.79193
H -0.13727 -2.16007 -1.32752
H 1.93239 -0.98606 -2.51099
C -0.95447 1.70497 2.52477
C -0.28927 1.11493 1.27132
S 0.35422 -0.55438 1.48189
H -0.18361 1.90344 3.26428
H -1.72079 1.09658 3.00286
H -1.44777 2.64355 2.26172
H -0.87319 1.23659 0.36180
H 0.55199 1.78268 1.08492
H 1.62898 -0.28619 1.86439
*
```

HOMO: -9.3 eV
HOMO-LUMO gap: 10.023 eV

---

Model ii:
C4H10OS | ωB97M-V/def2-TZVPD

The geometry in ORCA input format:
```
! RIJCOSX wB97M-V def2-TZVPD def2/J DEFGRID3
* xyz 0 1
C -0.40380 -1.77646 -0.61717
C -0.25653 -0.32150 -0.01709
C -0.95376 -0.16373 1.32614
C 1.20913 -0.39919 0.35388
H 0.26196 -1.93865 -1.57332
H -1.41873 -2.01023 -0.97701
H -0.01240 -2.45447 0.22120
H -1.14419 0.97168 1.57319
H -2.10165 -0.52926 1.49262
H -0.25877 -0.72414 2.20791
H -2.09103 0.62013 -1.05882
H 1.46628 -1.33989 0.98476
H 1.76031 -0.80055 -0.56482
H 2.76557 0.26175 1.49292
O 1.70222 0.93676 0.73767
S -0.65096 1.02592 -0.99840
*
```

HOMO: -8.9 eV
HOMO-LUMO gap: 8.326 eV

---

Model iii:
C4H10OS | ωB97M-V/def2-TZVPD

The geometry in ORCA input format:
```
! RIJCOSX wB97M-V def2-TZVPD def2/J DEFGRID3
* xyz 0 1
C -3.20261 -0.32009 0.38994
C -1.89191 -0.51956 -0.36880
S -0.62983 0.76588 -0.09584
C 0.88446 -0.33275 -0.11254
C 2.25456 0.39827 0.17971
O 3.28774 -0.50214 -0.00805
H -3.49483 0.75394 0.40814
H -3.95146 -0.91335 -0.09312
H -3.15684 -0.58004 1.43187
H -1.49704 -1.50237 -0.14752
H -2.08449 -0.43960 -1.44532
H 0.76330 -1.01819 0.67931
H 1.02947 -0.83266 -1.04524
H 2.32059 1.21594 -0.57123
H 2.26021 0.93177 1.13085
H 3.31944 -1.20770 0.72022
*
```

HOMO: -8.6 eV
HOMO-LUMO gap: 9.378 eV

---

Quick one: least stable of them? model ii

---

Model i:
C4H10OS | ωB97M-V/def2-TZVPD

The geometry in ORCA input format:
```
! RIJCOSX wB97M-V def2-TZVPD def2/J DEFGRID3
* xyz 0 1
C 1.73013 -0.11515 -0.83741
C 0.38027 -0.25734 -0.04620
C 0.04942 -1.67095 0.37527
S -0.92953 0.22277 -1.13355
C 0.42793 0.84124 1.10361
O -0.74997 0.92353 1.83007
H 1.65880 0.89133 -1.29364
H 1.83112 -1.03008 -1.43031
H 2.51826 -0.20631 -0.12303
H -1.00976 -1.76739 0.76967
H 0.09954 -2.24943 -0.54553
H 0.66728 -2.17334 1.11618
H -0.75864 -0.66173 -2.12592
H 1.28476 0.66882 1.68593
H 0.59785 1.86448 0.60105
H -1.54347 0.92443 1.27017
*
```

HOMO: -9.2 eV
HOMO-LUMO gap: 9.838 eV

---

Model ii:
C4H10OS | ωB97M-V/def2-TZVPD

The geometry in ORCA input format:
```
! RIJCOSX wB97M-V def2-TZVPD def2/J DEFGRID3
* xyz 0 1
C 0.79997 3.12129 -0.84425
C 2.02637 2.25660 -0.87949
O 2.06055 0.99649 -1.02388
H -0.06088 2.65037 -1.24430
H 0.83087 4.08947 -1.48054
H 0.52368 3.47764 0.09966
H 2.93742 2.91064 -0.91734
C 0.13100 -1.53276 1.05612
S -0.35497 -3.19221 0.71880
C -2.26620 -2.82613 0.30249
H -0.56487 -0.76475 0.64007
H 1.28071 -1.42317 0.97861
H 0.19978 -1.24375 2.14268
H -2.68855 -3.87466 0.30281
H -2.57596 -2.06660 0.99655
H -2.27893 -2.57847 -0.84800
*
```

HOMO: -8.1 eV
HOMO-LUMO gap: 8.891 eV

---

Model iii:
C4H10OS | ωB97M-V/def2-TZVPD

The geometry in ORCA input format:
```
! RIJCOSX wB97M-V def2-TZVPD def2/J DEFGRID3
* xyz 0 1
O -0.48396 2.15974 2.06809
C -1.07070 1.21757 1.08569
C 0.00236 0.10618 0.83787
C -0.01923 -0.26123 -0.61329
C 1.22272 -0.96698 -1.20690
S 0.88369 -1.62626 -2.87657
H -0.93044 2.09447 2.91554
H -2.05160 0.85339 1.39050
H -1.26148 1.80483 0.16674
H -0.25151 -0.76686 1.43828
H 1.04465 0.36106 1.30443
H -0.16093 0.67068 -1.17107
H -0.98852 -0.77653 -0.86382
H 1.99141 -0.25714 -1.32683
H 1.64754 -1.71381 -0.52973
H 0.42603 -2.89912 -2.61893
*
```

HOMO: -9.1 eV
HOMO-LUMO gap: 9.975 eV

---

Quick one: least stable of them? model ii

---

Model i:
C13H8N4O | ωB97M-V/def2-TZVPD

The geometry in ORCA input format:
```
! RIJCOSX wB97M-V def2-TZVPD def2/J DEFGRID3
* xyz 0 1
O 2.42443 1.53310 2.12589
C 1.50899 1.03625 1.46367
N 1.83967 0.13636 0.47632
C 0.87260 -0.41127 -0.36809
C -0.42994 -0.08392 -0.23209
N -1.19275 -0.79818 -1.16232
C -0.33125 -1.48505 -1.90234
C -0.54126 -2.38541 -3.01494
N 0.47209 -3.01669 -3.57951
C 1.76336 -2.81767 -3.10462
C 2.01138 -1.96874 -2.05039
N 0.92737 -1.29935 -1.45650
C -0.89519 0.86215 0.84000
C -2.25936 1.16742 1.07861
C -2.65007 2.08188 2.05978
C -1.69054 2.60577 2.90194
C -0.34821 2.24956 2.72186
C 0.06436 1.43606 1.66361
H 2.83799 -0.02336 0.30091
H -1.55874 -2.50797 -3.41857
H 2.51750 -3.49333 -3.46174
H 2.98748 -1.75927 -1.64162
H -3.04171 0.69114 0.45933
H -3.72658 2.28408 2.22245
H -1.93838 3.30021 3.66765
H 0.37676 2.66624 3.41073
*
```

HOMO: -8.3 eV
HOMO-LUMO gap: 8.037 eV

---

Model ii:
C13H8N4O | ωB97M-V/def2-TZVPD

The geometry in ORCA input format:
```
! RIJCOSX wB97M-V def2-TZVPD def2/J DEFGRID3
* xyz 0 1
O -3.30442 -0.04284 1.23135
C -2.11944 0.25216 0.89727
N -1.85930 0.29745 -0.45210
C -0.58014 -0.16493 -0.78084
C 0.47685 -0.28158 0.06016
N 1.70300 -0.60847 -0.55777
C 1.26788 -0.89680 -1.81093
C 2.07372 -1.04470 -3.00930
N 1.59728 -0.86956 -4.24160
C 0.31274 -0.43781 -4.31438
C -0.60158 -0.45898 -3.30395
N -0.08416 -0.67717 -1.97993
C 0.28478 0.06833 1.47658
C 1.28057 0.04709 2.33776
C 1.13784 0.63547 3.60805
C -0.10380 1.25734 3.97230
C -1.22873 1.07777 3.21671
C -1.04739 0.52514 1.86159
H -2.52785 -0.11591 -1.11439
H 3.08430 -1.33139 -3.06440
H -0.11841 -0.28452 -5.28422
H -1.66222 -0.24058 -3.54339
H 2.26749 -0.30376 1.99231
H 2.03299 0.70864 4.23548
H -0.13567 1.63210 4.93129
H -2.14630 1.25751 3.63635
*
```

HOMO: -8.3 eV
HOMO-LUMO gap: 7.913 eV

---

Quick one: least stable of them? model ii

---

Model i:
C3H4ClNOS | ωB97M-V/def2-TZVPD

The geometry in ORCA input format:
```
! RIJCOSX wB97M-V def2-TZVPD def2/J DEFGRID3
* xyz 0 1
C 1.84746 1.04225 0.58306
C 0.13952 -0.23596 -0.55828
C 0.42103 0.98327 0.26680
N 2.88120 1.23308 1.08189
O 0.30629 3.60527 -0.10188
S -0.03378 2.43553 -0.81699
Cl -2.07707 2.13561 -0.82041
H -0.34139 -1.05963 0.06734
H -0.56593 0.10498 -1.35317
H 1.11075 -0.73422 -0.97117
H -0.17565 1.02610 1.37575
*
```

HOMO: -10.3 eV
HOMO-LUMO gap: 10.066 eV

---

Model ii:
C3H4ClNOS | ωB97M-V/def2-TZVPD

The geometry in ORCA input format:
```
! RIJCOSX wB97M-V def2-TZVPD def2/J DEFGRID3
* xyz 0 1
C 1.58941 -0.13482 -1.09415
C -0.26594 0.00389 0.70691
C -1.47845 0.37338 1.36920
H 1.93921 -0.02914 -3.95791
H 2.20620 -0.39408 -0.22303
H 0.63698 -0.71252 1.28618
H -2.56027 0.89005 0.70759
N 2.19509 0.03957 -2.14860
O 1.38725 0.32152 -3.14060
S -0.11767 -0.06176 -1.02135
Cl -1.52195 -0.18059 3.10600
*
```

HOMO: -8.5 eV
HOMO-LUMO gap: 8.995 eV

---

Quick one: least stable of them? model ii

---

Model i:
C3H5FN2 | ωB97M-V/def2-TZVPD

The geometry in ORCA input format:
```
! RIJCOSX wB97M-V def2-TZVPD def2/J DEFGRID3
* xyz 0 1
H 1.85250 0.93400 -0.24604
N 1.07840 0.81145 -0.94778
C -0.06186 0.30833 -0.70153
N -1.35814 0.43418 -1.31502
C 0.01182 -0.36024 0.61540
C -0.88172 -0.20803 1.62987
F 1.25575 -0.95203 0.66245
H -1.33755 1.20455 -2.04088
H -1.86445 -0.55693 -1.56575
H -1.67558 0.75363 1.88173
H -0.72793 -0.92675 2.58608
*
```

HOMO: -9.1 eV
HOMO-LUMO gap: 9.640 eV

---

Model ii:
C3H5FN2 | ωB97M-V/def2-TZVPD

The geometry in ORCA input format:
```
! RIJCOSX wB97M-V def2-TZVPD def2/J DEFGRID3
* xyz 0 1
C -0.56534 -1.36798 -0.81298
C -1.08503 -0.25227 -0.27390
F -2.19265 -0.06031 0.51646
C -0.46833 1.24135 -0.31549
N 0.70295 1.35929 0.27001
N 1.52062 0.50098 0.76536
H -0.95154 -2.44582 -0.50718
H 0.54149 -1.28354 -1.19329
H -1.10942 2.11748 -0.71437
H 2.41431 0.68100 1.11941
H 1.19293 -0.49019 1.14596
*
```

HOMO: -8.7 eV
HOMO-LUMO gap: 9.686 eV

---

Model iii:
C3H5FN2 | ωB97M-V/def2-TZVPD

The geometry in ORCA input format:
```
! RIJCOSX wB97M-V def2-TZVPD def2/J DEFGRID3
* xyz 0 1
C -0.68601 0.84752 0.01680
C 0.61936 1.09050 0.17586
C -1.07159 -0.64167 -0.00724
N 0.16057 -1.35218 0.29071
N 1.39679 -0.04420 0.43218
F 2.50066 -0.07780 -0.47601
H -1.60568 1.54464 0.15019
H 1.28664 1.91298 0.13342
H -1.75737 -0.79123 0.82016
H -1.38535 -0.78079 -1.04412
H 0.54197 -1.70777 -0.49195
*
```

HOMO: -9.1 eV
HOMO-LUMO gap: 9.660 eV

---

Quick one: least stable of them? model iii